Record 1
Formula: C43H47BaN5O4S3Sb2
Source: the Open Molecules 2025 dataset
Level of theory: wB97M-V/def2-TZVPD

Positions of all 105 atoms, in Å:
Ba (0.69, 0.48, 1.19)
N (-6.14, -2.14, 4.95)
C (-4.80, -2.08, 4.54)
C (-4.48, -1.83, 3.21)
C (-3.15, -1.80, 2.80)
C (-2.15, -2.03, 3.72)
C (-2.45, -2.31, 5.05)
C (-3.77, -2.33, 5.45)
S (-0.46, -2.00, 3.22)
O (-0.47, -1.96, 1.76)
O (0.20, -3.16, 3.80)
N (0.21, -0.64, 3.62)
C (-0.08, 0.30, 4.52)
N (0.33, 1.54, 4.12)
C (0.07, 2.55, 4.93)
C (-0.57, 2.38, 6.16)
C (-0.89, 1.08, 6.49)
N (-0.64, 0.03, 5.71)
H (-6.76, -1.60, 4.36)
H (-6.27, -1.89, 5.92)
H (-5.27, -1.64, 2.49)
H (-2.89, -1.57, 1.78)
H (-1.65, -2.49, 5.75)
H (-4.03, -2.54, 6.49)
H (0.39, 3.53, 4.59)
H (-0.78, 3.21, 6.82)
H (-1.36, 0.86, 7.44)
C (2.60, -0.64, -3.59)
Sb (1.53, -1.31, -1.85)
C (-0.46, -1.04, -2.64)
C (1.55, -3.44, -2.40)
C (2.92, -4.03, -2.33)
C (3.69, -4.05, -3.49)
C (4.98, -4.55, -3.50)
C (5.52, -5.06, -2.34)
C (4.77, -5.05, -1.18)
C (3.47, -4.53, -1.13)
C (2.75, -4.53, 0.17)
Sb (3.03, -2.70, 1.43)
C (5.11, -2.51, 0.93)
C (3.40, -3.89, 3.20)
H (2.15, -1.05, -4.49)
H (3.64, -0.95, -3.51)
H (2.54, 0.45, -3.58)
H (-0.50, -1.28, -3.70)
H (-0.78, -0.02, -2.47)
H (-1.12, -1.71, -2.08)
H (1.15, -3.52, -3.41)
H (0.85, -3.91, -1.70)
H (3.26, -3.64, -4.40)
H (5.56, -4.53, -4.42)
H (6.53, -5.46, -2.32)
H (5.19, -5.45, -0.26)
H (3.14, -5.33, 0.81)
H (1.68, -4.66, 0.07)
H (5.65, -3.44, 1.11)
H (5.53, -1.70, 1.52)
H (5.20, -2.24, -0.12)
H (4.21, -4.59, 3.03)
H (2.48, -4.41, 3.45)
H (3.65, -3.23, 4.03)
S (3.82, 0.84, 1.28)
C (4.43, 1.52, -0.22)
C (5.82, 1.56, -0.40)
C (6.42, 2.05, -1.54)
C (5.63, 2.54, -2.57)
C (4.25, 2.51, -2.43)
C (3.62, 2.02, -1.28)
S (1.85, 2.07, -1.24)
H (6.42, 1.17, 0.42)
H (7.50, 2.05, -1.62)
H (6.08, 2.92, -3.48)
H (3.61, 2.89, -3.22)
C (-0.99, 4.92, -5.31)
C (-2.09, 4.84, -4.28)
C (-2.99, 5.90, -4.16)
C (-3.98, 5.87, -3.20)
C (-4.11, 4.78, -2.36)
C (-3.24, 3.70, -2.48)
N (-3.27, 2.59, -1.64)
C (-4.26, 2.22, -0.75)
C (-5.63, 2.36, -1.05)
C (-6.60, 1.94, -0.16)
C (-6.25, 1.37, 1.05)
C (-4.91, 1.19, 1.34)
C (-3.91, 1.60, 0.47)
C (-2.47, 1.31, 0.86)
O (-2.24, 0.98, 2.04)
O (-1.58, 1.41, -0.05)
C (-2.22, 3.73, -3.45)
C (-1.28, 2.56, -3.55)
H (-1.02, 5.89, -5.82)
H (-1.09, 4.14, -6.07)
H (-0.01, 4.80, -4.85)
H (-2.89, 6.76, -4.81)
H (-4.66, 6.71, -3.09)
H (-4.85, 4.80, -1.58)
H (-2.37, 2.20, -1.35)
H (-5.91, 2.77, -2.01)
H (-7.64, 2.06, -0.43)
H (-7.01, 1.05, 1.75)
H (-4.59, 0.74, 2.28)
H (-1.84, 1.62, -3.50)
H (-0.55, 2.54, -2.74)
H (-0.72, 2.56, -4.48)

Values from the calculation:
orbital gap	5.1	eV
electronic energy	-3942.31023	a.u.
charge	-2
highest occupied orbital energy	-1.23	eV
energy relative to the best compared isomer or geometry (same formula, charge and spin)	0.0	kJ/mol
LUMO level	3.8	eV

Record 2
Formula: C43H47I2N7O8S4Ti
Source: the Open Molecules 2025 dataset
Level of theory: wB97M-V/def2-TZVPD

Positions of all 112 atoms, in Å:
Ti (0.31, 0.25, -0.07)
C (-2.91, -4.46, 1.04)
C (-2.46, -3.66, -0.17)
C (-1.77, -4.59, -1.17)
C (-3.60, -2.93, -0.86)
C (-4.86, -3.49, -0.94)
C (-5.87, -2.85, -1.64)
C (-5.61, -1.65, -2.26)
C (-4.35, -1.06, -2.21)
C (-4.21, 0.26, -2.93)
C (-5.34, 1.23, -2.54)
C (-4.21, 0.06, -4.45)
C (-3.32, -1.70, -1.51)
N (-1.98, -1.31, -1.43)
C (-1.27, -1.33, -2.54)
O (-1.65, -1.32, -3.73)
C (0.16, -1.67, -2.25)
C (0.77, -2.54, -3.12)
C (1.97, -3.16, -2.79)
C (2.57, -2.76, -1.61)
C (1.96, -1.81, -0.81)
N (0.69, -1.34, -1.04)
C (2.77, -1.04, 0.12)
O (3.84, -1.48, 0.59)
N (2.25, 0.19, 0.39)
C (3.13, 1.21, 0.72)
C (2.75, 2.19, 1.66)
C (3.69, 3.09, 2.15)
C (5.00, 3.05, 1.72)
C (5.34, 2.18, 0.70)
C (4.43, 1.29, 0.15)
C (4.87, 0.54, -1.08)
C (5.20, 1.53, -2.20)
C (6.08, -0.37, -0.80)
C (1.33, 2.31, 2.17)
C (1.29, 1.95, 3.66)
C (0.78, 3.71, 1.90)
H (-2.04, -4.86, 1.57)
H (-3.53, -5.31, 0.74)
H (-3.48, -3.84, 1.73)
H (-1.73, -2.90, 0.14)
H (-2.46, -5.37, -1.49)
H (-0.89, -5.05, -0.72)
H (-1.44, -4.03, -2.05)
H (-5.06, -4.44, -0.47)
H (-6.85, -3.30, -1.70)
H (-6.40, -1.17, -2.81)
H (-3.24, 0.70, -2.69)
H (-6.17, 1.15, -3.24)
H (-4.98, 2.26, -2.56)
H (-5.70, 1.02, -1.54)
H (-5.10, -0.49, -4.77)
H (-3.33, -0.51, -4.73)
H (-4.19, 1.03, -4.96)
H (0.26, -2.74, -4.06)
H (2.44, -3.88, -3.44)
H (3.55, -3.12, -1.30)
H (3.40, 3.81, 2.90)
H (5.74, 3.72, 2.14)
H (6.34, 2.21, 0.31)
H (4.04, -0.08, -1.45)
H (6.04, 2.17, -1.92)
H (4.34, 2.16, -2.40)
H (5.46, 0.99, -3.11)
H (6.92, 0.22, -0.43)
H (6.38, -0.89, -1.70)
H (5.81, -1.11, -0.05)
H (0.71, 1.58, 1.60)
H (1.92, 2.63, 4.22)
H (1.64, 0.93, 3.79)
H (0.27, 2.01, 4.05)
H (1.40, 4.47, 2.35)
H (-0.23, 3.81, 2.30)
H (0.73, 3.89, 0.83)
N (4.38, -0.91, 3.28)
C (3.30, -1.64, 2.84)
N (2.11, -1.18, 2.72)
C (1.25, -2.14, 2.25)
C (1.77, -3.39, 2.14)
S (3.44, -3.39, 2.59)
C (-0.16, -1.75, 2.20)
C (-1.11, -2.43, 2.89)
S (-2.44, -1.40, 3.33)
C (-1.54, -0.07, 2.63)
N (-0.48, -0.42, 1.91)
N (-1.78, 1.19, 3.13)
H (4.20, 0.08, 3.20)
H (5.21, -1.15, 2.75)
H (1.30, -4.28, 1.79)
H (-1.05, -3.43, 3.27)
H (-2.72, 1.32, 3.46)
H (-1.45, 1.95, 2.54)
O (2.10, 0.50, -2.52)
S (1.44, 1.77, -2.32)
O (2.27, 2.94, -2.47)
O (0.72, 1.79, -1.02)
C (0.21, 1.94, -3.58)
C (0.53, 1.53, -4.87)
C (-0.35, 1.75, -5.92)
C (-1.56, 2.42, -5.67)
C (-1.87, 2.81, -4.39)
C (-0.99, 2.59, -3.33)
S (-1.68, 2.71, -1.69)
O (-3.02, 3.20, -1.95)
O (-0.98, 3.56, -0.76)
O (-1.66, 1.27, -1.24)
H (1.46, 1.01, -5.01)
H (-0.11, 1.40, -6.91)
H (-2.25, 2.59, -6.48)
H (-2.82, 3.30, -4.17)
I (-3.03, 1.47, 0.09)
I (-5.07, 1.34, 2.16)

Values from the calculation:
spin multiplicity	3
orbital gap (alpha / beta)	4.6 / 6.5	eV
electronic energy	-5689.74227	a.u.
charge	-2
highest occupied orbital energy (alpha / beta)	-0.70 / -2.68	eV
LUMO level (alpha / beta)	3.9 / 3.9	eV